Here is 7 unconnected molecules or ions with the total composition C47H48BrF3N6O14S from the Open Molecules 2025 dataset. Energies are from ωB97M-V/def2-TZVPD.

XYZ file:
```
120
Properties=species:S:1:pos:R:3:mulliken_charge:R:1
Br -3.56 2.87 -5.52 -0.1005
S -5.01 0.55 -2.81 -0.1885
F -3.47 6.73 -2.76 -0.3253
F -3.27 6.01 -0.72 -0.2827
F -2.77 4.71 -2.38 -0.2608
O 3.20 10.73 0.10 -0.6096
O 1.04 -5.37 -2.66 -0.5929
O -7.46 3.38 -1.27 -0.4341
O -0.26 1.86 5.94 -0.6074
O 7.83 -7.14 5.52 -0.6452
O 0.32 -6.53 -1.01 -0.5896
O 4.71 -5.51 0.35 -0.6325
O 8.19 -5.63 7.01 -0.6104
O -7.07 2.70 -3.41 -0.3616
O 6.50 -6.05 1.40 -0.6133
O -1.78 -2.35 0.83 -0.6160
O -2.30 2.26 6.49 -0.6102
O -1.05 -0.37 1.20 -0.5136
O 3.64 9.18 1.52 -0.6068
N -1.36 2.32 5.73 1.0246
N 0.17 -5.98 -2.08 1.0626
N 2.93 9.71 0.68 1.0043
N -0.89 -1.54 0.90 1.0169
N 8.43 -6.17 5.95 1.0820
N 5.29 -6.00 1.29 1.0602
C 11.51 -4.56 3.57 -0.4276
C 1.30 7.90 1.04 -0.5183
C -0.73 7.83 -0.24 -0.3436
C 0.67 -3.29 0.19 -0.3465
C 10.77 -5.64 3.11 -0.5491
C 1.96 -3.72 -0.11 -0.1008
C 3.09 -6.53 2.27 0.0758
C 1.52 -1.08 0.68 -0.4703
C -5.55 4.68 -3.36 -0.9755
C -6.34 3.63 -6.03 -0.5033
C -2.48 0.38 -1.60 -0.7666
C 0.48 -1.98 0.58 -0.2018
C -5.08 5.18 -1.98 -0.9746
C -3.66 5.65 -1.97 0.6371
C 4.47 -6.55 2.39 -0.2409
C 2.34 -7.04 3.31 -0.6574
C -4.80 2.35 -2.63 -1.4881
C 5.11 -7.07 3.49 -0.3521
C -1.16 -6.02 -2.70 0.1806
C -3.01 4.21 2.97 -0.4332
C 1.65 9.05 0.37 -0.0070
C 2.80 -1.51 0.38 -0.4748
C 4.35 -7.58 4.53 -0.5386
C -2.18 -6.67 -2.03 -0.2965
C -7.80 3.28 -2.43 0.0696
C -0.73 3.72 2.33 -0.7546
C -5.45 2.80 -5.07 -0.5964
C 9.50 -5.60 5.12 0.1718
C 11.23 -4.00 4.81 -0.3896
C -3.66 -6.08 -3.83 -0.4532
C -1.97 4.29 2.05 -0.4278
C 0.83 9.62 -0.60 -0.3887
C 0.10 7.28 0.72 -0.0512
C -2.81 3.56 4.18 -0.4824
C -3.27 0.03 -2.86 -0.3925
C 10.22 -4.52 5.60 -0.4285
C -0.53 3.07 3.54 -0.1800
C -2.61 -5.44 -4.49 -0.5141
C -0.37 8.99 -0.91 -0.5775
C 9.76 -6.17 3.88 -0.1938
C 3.02 -2.83 -0.01 -0.9686
C -3.44 -6.69 -2.60 -0.5300
C -1.35 -5.41 -3.92 -0.3626
C -5.67 4.70 -6.90 -1.2896
C -1.58 3.00 4.44 -0.0853
C -5.69 3.15 -3.58 0.8906
C 2.96 -7.56 4.44 -0.3709
H -3.97 4.66 2.75 0.4270
H -6.48 5.18 -3.62 0.5659
H -5.09 5.42 -6.33 0.2904
H 2.36 -7.95 5.25 0.3835
H -6.45 5.26 -7.43 0.3976
H -5.67 6.06 -1.71 0.4469
H -3.75 2.57 -2.78 0.5456
H -5.24 4.46 -1.18 0.4420
H -5.73 1.76 -5.18 0.8174
H 2.62 -6.12 1.39 0.4834
H 11.81 -3.16 5.17 0.3715
H 1.33 -0.06 0.98 0.5904
H 3.63 -0.83 0.45 0.3884
H -5.04 4.24 -7.67 0.3575
H -5.04 2.58 -1.59 0.5561
H -2.75 1.37 -1.24 0.1654
H -1.67 7.34 -0.48 0.5516
H -4.26 -7.19 -2.10 0.3802
H -4.64 -6.09 -4.28 0.3992
H 10.99 -6.07 2.14 0.3733
H -2.78 -4.96 -5.44 0.3971
H -7.15 4.08 -5.46 0.3207
H -8.77 3.65 -2.78 0.4162
H -2.81 0.48 -3.75 0.2415
H -2.12 4.81 1.11 0.6641
H -1.41 0.40 -1.85 0.3369
H -4.81 5.02 -4.10 0.4021
H 0.07 3.78 1.61 0.5186
H -3.61 3.48 4.90 0.4807
H 1.96 7.48 1.79 0.4644
H -6.80 2.92 -6.71 0.3629
H 4.02 -3.17 -0.24 0.4815
H -0.53 -4.91 -4.42 0.4648
H 1.26 -7.02 3.25 0.4045
H -1.01 9.42 -1.66 0.4084
H -0.19 6.37 1.23 0.1919
H -2.68 -0.33 -0.80 0.2096
H 0.42 2.61 3.77 0.4779
H 1.13 10.52 -1.10 0.4649
H 12.31 -4.15 2.96 0.3758
H 2.12 -4.74 -0.42 0.6551
H -0.16 -3.98 0.13 0.5643
H 9.99 -4.10 6.56 0.4498
H -2.00 -7.15 -1.07 0.4637
H 9.18 -7.01 3.53 0.4136
H 6.19 -7.08 3.56 0.5771
H -3.33 -1.05 -3.00 0.4502
H 4.83 -7.98 5.41 0.4365
```

## Properties
SMILES ... CCSC[C@](CCC(F)(F)F)(OC=O)[C@H](Br)CC.O=[N+]([O-])c1ccccc1.O=[N+]([O-])c1ccccc1.O=[N+]([O-])c1ccccc1.O=[N+]([O-])c1ccccc1.O=[N+]([O-])c1ccccc1.O=[N+]([O-])c1ccccc1
HOMO level ... -8.6630 eV
Lowest unoccupied orbital energy ... -0.7 eV
HOMO-LUMO gap ... 7.96 eV

Here is a molecular structure, C47H50B2IN6O2PRh from the Open Molecules 2025 dataset. Energies are from ωB97M-V/def2-TZVPD.

XYZ file:
```
110
Properties=species:S:1:pos:R:3:mulliken_charge:R:1
I -0.53 -2.69 0.75 0.3975
Rh -1.16 -0.07 -0.09 -1.1506
P 0.34 0.84 1.43 3.4898
O 1.55 -1.09 -0.64 0.3848
O 1.25 0.60 -2.11 -0.5449
N -4.18 0.37 -0.84 0.1236
N -3.03 1.06 -0.75 1.0015
N -3.87 -1.21 1.06 0.5216
N -2.06 -1.28 -1.75 -0.1344
N -3.22 -1.84 -1.34 1.3986
N -2.84 -0.55 1.63 1.3119
C -1.81 2.52 2.10 -0.0290
C -4.56 2.38 -1.65 -1.8599
C 5.83 -0.02 -4.14 1.6325
C -0.01 -2.44 2.79 0.7777
C -5.13 1.15 -1.38 1.0927
C 4.15 1.77 0.11 -1.2124
C 1.81 1.65 0.66 0.0186
C 1.00 -2.90 5.31 -0.6728
C -0.29 4.49 3.31 -0.8188
C 3.49 0.42 -3.20 -0.2867
C -2.42 3.66 2.58 -1.3121
C -0.43 2.37 2.17 1.2729
C -0.33 -1.73 -3.51 -1.3101
C 2.02 0.73 3.48 -1.3741
C -3.23 2.28 -1.24 -0.1014
C -0.38 -3.61 3.52 -0.5229
C 2.50 0.07 -2.29 0.7219
C 4.69 -0.29 -3.16 0.6667
C -6.53 0.71 -1.65 -1.4749
C 0.13 -3.85 4.76 -1.1440
C -4.03 -1.52 3.24 -1.9703
C 2.16 -0.81 5.30 -0.9391
C -2.92 -0.73 2.95 0.5364
C 7.10 0.35 -3.35 -1.5837
C 5.52 1.12 -5.11 -2.0348
C 0.78 -1.41 3.32 -0.9243
C -1.66 4.65 3.20 -0.9231
C -2.03 -0.14 3.99 -0.9108
C 3.95 2.95 -0.58 -0.8260
C -5.82 -2.64 1.78 -1.4969
C -2.14 3.28 -1.31 -1.2179
C 3.87 -1.66 -1.31 -2.8116
C -4.61 -1.81 2.02 0.8247
C -1.57 -2.03 -2.74 0.7836
C 3.09 1.11 0.71 0.0668
C 2.51 0.42 4.71 -1.4966
C 0.33 3.38 2.76 -0.3542
C 2.69 -0.96 -1.38 0.3903
C 6.09 -1.28 -4.96 -1.6916
C 1.60 2.83 -0.07 -0.6827
C 2.66 3.46 -0.69 -1.0313
C 4.86 -1.30 -2.21 -0.2337
C 1.11 -0.13 2.76 1.1722
C -2.43 -3.10 -2.96 -1.6781
C -4.64 -3.83 -1.87 -1.3688
C -3.46 -2.95 -2.06 0.8178
C 1.31 -1.71 4.64 1.0640
B -4.23 -1.10 -0.43 -1.2054
B 0.66 -0.13 -1.10 0.7644
H -1.17 0.36 3.55 -0.1347
H -6.54 -0.13 -2.34 0.2712
H 7.90 0.57 -4.05 0.4665
H -2.07 3.69 -2.32 0.4850
H 3.14 1.11 5.24 0.4859
H -5.31 -1.55 -0.60 -0.1217
H 4.64 0.90 -5.71 0.4029
H -2.31 -3.88 -3.69 0.5474
H -2.41 1.74 1.67 0.5675
H -5.59 -3.48 1.14 0.1929
H 6.38 -2.12 -4.33 0.3238
H 2.49 4.36 -1.26 0.4732
H 5.35 2.06 -4.57 0.4039
H -1.20 2.80 -1.06 -0.0232
H -4.37 -1.83 4.20 0.5709
H -3.48 3.79 2.46 0.5176
H 0.55 -2.11 -2.98 0.0547
H 5.21 -1.57 -5.53 0.3832
H 2.31 1.66 3.03 0.3848
H -4.71 -4.16 -0.83 0.1558
H 6.36 1.27 -5.78 0.4369
H 3.30 1.22 -3.90 0.6707
H 2.58 -1.10 6.25 0.4514
H 3.26 0.19 1.24 0.5929
H -1.05 -4.32 3.06 0.5154
H 5.79 -1.83 -2.17 0.4199
H 7.42 -0.47 -2.72 0.3317
H 0.31 5.23 3.80 0.4770
H -6.61 -2.06 1.31 0.2600
H -7.08 1.54 -2.08 0.4092
H -2.14 5.53 3.60 0.4459
H 4.78 3.46 -1.03 0.4769
H 1.43 -3.05 6.29 0.4290
H -5.04 3.23 -2.09 0.5406
H -5.56 -3.32 -2.13 0.2725
H -7.02 0.40 -0.73 0.2705
H -0.21 -0.65 -3.65 0.2547
H -1.69 -0.92 4.67 0.3777
H 4.02 -2.45 -0.60 0.5761
H 6.92 1.22 -2.73 0.3252
H -0.12 -4.74 5.32 0.4349
H 5.14 1.35 0.18 0.4799
H -6.19 -3.02 2.73 0.3914
H -4.54 -4.71 -2.50 0.3980
H -2.59 0.60 4.57 0.4439
H 1.41 3.33 2.79 0.3017
H -2.33 4.11 -0.63 0.2591
H 6.90 -1.09 -5.67 0.4728
H 0.61 3.25 -0.13 0.4004
H -0.38 -2.22 -4.47 0.5738
```

## Properties
Relative energy (zero: lowest compared OMol25 entry of this formula, charge and spin) ... 241.5 kJ/mol
Total charge ... +1
HOMO level (spin up / spin down) ... -10.5438 / -10.5438 eV
Lowest unoccupied orbital energy (spin up / spin down) ... -3.9 / -3.9 eV
HOMO-LUMO gap (spin up / spin down) ... 6.65 / 6.65 eV

no.,electronic energy (a.u.)
1,-6472.95585
2,-3099.32295